A molecular structure, CH3BrO2S. Source: the Open Molecules 2025 dataset; level of theory: ωB97M-V/def2-TZVPD.

Geometry as XYZ:
```
8
Properties=species:S:1:pos:R:3:nbo_charge:R:1
C 0.43358 1.04033 0.35576 -0.8234
O -1.55823 -0.20077 -0.56099 -0.8017
O 0.61721 -2.45024 -0.04528 -0.7137
S -1.19731 0.33022 0.79995 0.9034
Br -0.69013 -2.30935 -1.03999 0.7265
H 1.00143 0.40492 -0.36583 0.2565
H 0.99302 1.22722 1.17793 0.2176
H 0.40043 1.95768 -0.32153 0.2349
```

Properties
**Gap between HOMO and LUMO (spin up / spin down)**: 8.0 / 7.7 eV
**Net charge**: 0
**Energy relative to the best compared isomer or geometry (same formula, charge and spin)**: 435.8 kJ/mol
**Energy**: -86053.152 eV